12
Properties=species:S:1:pos:R:3 method="wB97M-V/def2-TZVPD" fmax_ev_per_a=6.89 gap_ev=9.768 homo_energy_ev=-9.6 relative_energy_kcal_mol=79.3
O 1.10187 -1.48379 0.07473
N 0.46624 1.34028 2.02969
N -1.40538 0.67134 -0.75653
N -0.37224 0.22324 0.01201
N 1.41781 -0.48328 1.10339
N -0.02333 -0.72501 -1.93586
C -1.04370 0.06136 -1.89914
C 0.36669 0.37220 1.13706
C 0.35588 -0.65729 -0.76283
H -1.52148 0.36133 -2.87132
H 1.28615 -1.25958 1.93859
H -0.62852 1.57920 1.93020